## A
Here is a molecular structure, C4H7N2OS from the Open Molecules 2025 dataset. Energies are from ωB97M-V with the def2-TZVPD basis set.

E_LUMO = -0.232 Ha
Net charge = +1
Gap between HOMO and LUMO = 0.272 Ha

CARTESIAN COORDINATES (ANGSTROEM)
C  -1.227  -0.697  1.012
C  -0.918  0.555  1.376
C  -0.433  -1.119  -0.173
C  0.491  0.057  -0.374
N  0.370  2.282  0.545
N  0.034  1.096  0.520
O  0.881  0.534  -1.554
S  2.385  -0.431  0.766
H  -1.954  -1.332  1.485
H  -1.315  1.173  2.161
H  0.080  -2.067  -0.006
H  -1.079  -1.255  -1.048
H  1.039  2.558  -0.179
H  1.072  -0.153  -2.207
H  3.138  0.409  0.059


## B
Here is 2 unconnected molecules or ions with the total composition C4H7N2OS from the Open Molecules 2025 dataset. Energies are from ωB97M-V with the def2-TZVPD basis set.

E_LUMO = -0.168 Ha
Net charge = +1
Gap between HOMO and LUMO = 0.347 Ha

CARTESIAN COORDINATES (ANGSTROEM)
C  1.599  -1.382  0.125
C  2.549  0.597  -0.084
C  0.304  -0.859  0.030
C  0.214  0.603  -0.016
N  2.719  -0.632  -0.065
N  1.385  1.184  -0.001
O  -3.549  -0.293  0.076
S  -1.129  1.583  -0.167
H  1.804  -2.494  0.160
H  3.444  1.227  -0.357
H  -0.470  -1.613  0.294
H  -4.042  -0.037  -0.786
H  1.363  2.180  0.258
H  -4.171  -0.604  0.737
H  -2.020  0.542  -0.203


Of them, A has the lowest stability.


## A
Here is a single C5H7ClOS molecule from the Open Molecules 2025 dataset. Energies are from ωB97M-V with the def2-TZVPD basis set.

E_LUMO = 0.031 Ha
SMILES string = C[C@@H]1OC/C(=C/Cl)S1
Gap between HOMO and LUMO = 0.341 Ha

CARTESIAN COORDINATES (ANGSTROEM)
C  -2.161  -1.216  -0.369
C  -1.074  -0.448  0.324
O  -0.892  0.797  -0.301
C  0.326  1.361  0.129
C  1.374  0.252  0.048
C  2.674  0.478  -0.088
Cl  3.849  -0.787  -0.118
S  0.578  -1.303  0.202
H  -3.095  -0.663  -0.295
H  -2.295  -2.204  0.073
H  -1.918  -1.315  -1.447
H  -1.296  -0.324  1.383
H  0.562  2.178  -0.526
H  0.237  1.716  1.184
H  3.133  1.480  -0.198


## B
Here is a single C5H7ClOS molecule from the Open Molecules 2025 dataset. Energies are from ωB97M-V with the def2-TZVPD basis set.

E_LUMO = 0.011 Ha
SMILES string = C/C=C(/Cl)C(=O)SC
Gap between HOMO and LUMO = 0.359 Ha

CARTESIAN COORDINATES (ANGSTROEM)
C  -2.394  -1.887  -0.005
C  -2.186  -0.385  0.009
C  -1.017  0.248  0.001
Cl  -0.978  1.992  -0.001
C  0.311  -0.468  0.008
O  0.365  -1.657  -0.013
S  1.771  0.557  -0.004
C  2.976  -0.781  0.012
H  -1.912  -2.402  -0.874
H  -1.902  -2.363  0.886
H  -3.446  -2.152  0.013
H  -3.088  0.232  -0.008
H  2.787  -1.435  0.868
H  2.851  -1.404  -0.867
H  3.948  -0.358  0.011


Of them, A has the lowest stability.